A | 132
Properties=species:S:1:pos:R:3 method="wB97M-V/def2-TZVPD" gap_ev=9.895 lumo_energy_ha=0.00597 smiles=CC(C)O.CC(C)O.CC(C)O.CC(C)O.CC(C)O.CC(C)O.CC(C)O.CC(C)O.CC(C)O.CC(C)O.CC(C)O total_charge=0
C 13.645 -32.206 -26.491
C 12.567 -33.185 -26.216
C 12.848 -34.523 -26.915
O 12.422 -33.363 -24.906
H 13.301 -31.188 -26.311
H 14.127 -32.306 -27.464
H 14.475 -32.546 -25.872
H 11.612 -32.777 -26.548
H 13.871 -34.891 -26.834
H 12.699 -34.480 -27.994
H 12.249 -35.344 -26.519
H 13.122 -33.812 -24.426
C 3.015 -41.937 -36.064
C 4.334 -41.210 -36.330
C 5.113 -40.774 -35.064
O 5.113 -42.040 -37.154
H 2.429 -41.415 -35.307
H 3.205 -42.968 -35.766
H 2.493 -41.932 -37.021
H 4.128 -40.263 -36.828
H 4.593 -39.987 -34.518
H 6.184 -40.577 -35.112
H 5.036 -41.572 -34.326
H 4.793 -42.887 -36.834
C 6.381 -34.998 -28.447
C 5.450 -35.743 -29.387
C 5.650 -37.250 -29.606
O 4.097 -35.505 -29.110
H 6.640 -35.575 -27.559
H 5.925 -34.066 -28.114
H 7.363 -34.805 -28.879
H 5.557 -35.329 -30.390
H 5.419 -38.062 -28.917
H 6.700 -37.284 -29.900
H 5.106 -37.520 -30.511
H 4.018 -35.496 -28.154
C 17.214 -37.376 -38.285
C 16.941 -36.237 -39.271
C 15.449 -36.082 -39.549
O 17.445 -35.055 -38.678
H 16.534 -37.272 -37.439
H 18.184 -37.482 -37.800
H 16.936 -38.342 -38.708
H 17.529 -36.326 -40.185
H 15.091 -36.894 -40.182
H 15.251 -35.212 -40.176
H 14.844 -36.031 -38.644
H 17.073 -35.031 -37.793
C 16.292 -32.969 -32.351
C 16.343 -32.676 -33.831
C 17.580 -31.953 -34.367
O 16.047 -33.745 -34.625
H 15.398 -33.541 -32.100
H 16.327 -32.069 -31.738
H 17.206 -33.445 -31.994
H 15.424 -32.108 -33.975
H 18.397 -32.669 -34.456
H 17.763 -31.101 -33.713
H 17.272 -31.561 -35.336
H 15.121 -33.868 -34.406
C 11.607 -40.351 -38.569
C 10.316 -40.844 -39.252
C 10.041 -42.251 -38.956
O 9.236 -40.085 -38.761
H 12.316 -41.171 -38.679
H 11.486 -40.431 -37.489
H 12.070 -39.412 -38.870
H 10.403 -40.858 -40.338
H 9.704 -42.275 -37.920
H 10.851 -42.978 -39.005
H 9.131 -42.590 -39.452
H 8.448 -40.632 -38.729
C 3.051 -35.137 -37.424
C 3.726 -34.341 -36.224
C 2.986 -33.026 -35.800
O 3.733 -35.212 -35.250
H 1.972 -35.255 -37.321
H 3.446 -36.112 -37.709
H 3.070 -34.545 -38.339
H 4.752 -34.063 -36.467
H 3.480 -32.330 -35.122
H 1.980 -33.213 -35.426
H 2.868 -32.379 -36.670
H 2.832 -35.430 -34.999
C 6.823 -28.482 -30.651
C 8.190 -28.538 -31.316
C 8.049 -29.022 -32.769
O 8.852 -27.324 -31.211
H 6.011 -28.311 -31.357
H 6.742 -27.605 -30.008
H 6.514 -29.408 -30.167
H 8.860 -29.285 -30.890
H 7.327 -28.306 -33.164
H 7.638 -30.031 -32.781
H 9.004 -29.116 -33.284
H 8.517 -26.743 -31.898
C 17.682 -38.327 -30.139
C 17.699 -37.882 -28.703
C 18.361 -38.858 -27.782
O 18.381 -36.713 -28.555
H 18.701 -38.451 -30.506
H 17.174 -37.593 -30.765
H 17.163 -39.280 -30.241
H 16.644 -37.762 -28.456
H 18.060 -39.892 -27.948
H 18.247 -38.627 -26.723
H 19.437 -38.850 -27.961
H 19.231 -36.788 -28.994
C 10.144 -33.770 -40.176
C 9.572 -35.185 -40.251
C 10.030 -35.896 -41.473
O 10.061 -35.693 -39.042
H 11.205 -33.769 -40.424
H 9.993 -33.336 -39.188
H 9.632 -33.061 -40.826
H 8.496 -35.014 -40.292
H 11.055 -35.584 -41.672
H 9.416 -35.732 -42.358
H 10.150 -36.974 -41.358
H 9.431 -36.377 -38.800
C 9.431 -35.375 -34.119
C 10.856 -35.371 -33.679
C 11.417 -36.700 -33.270
O 11.635 -35.025 -34.794
H 9.211 -34.539 -34.783
H 8.908 -35.193 -33.181
H 9.099 -36.352 -34.470
H 10.936 -34.664 -32.853
H 12.215 -36.431 -32.578
H 11.873 -37.291 -34.064
H 10.621 -37.311 -32.845
H 11.243 -35.219 -35.649

***

B | 132
Properties=species:S:1:pos:R:3 method="wB97M-V/def2-TZVPD" gap_ev=10.091 lumo_energy_ha=0.00514 smiles=CC(C)O.CC(C)O.CC(C)O.CC(C)O.CC(C)O.CC(C)O.CC(C)O.CC(C)O.CC(C)O.CC(C)O.CC(C)O total_charge=0
C -10.114 4.039 3.305
C -8.899 4.796 2.677
C -7.908 3.807 2.099
O -9.354 5.682 1.674
H -10.694 3.565 2.513
H -10.773 4.740 3.817
H -9.896 3.299 4.075
H -8.435 5.451 3.414
H -8.419 3.150 1.395
H -7.601 3.198 2.949
H -7.127 4.336 1.552
H -9.576 5.113 0.933
C -3.105 -3.092 5.551
C -4.012 -3.906 4.680
C -3.256 -5.165 4.180
O -5.079 -4.356 5.502
H -2.275 -2.761 4.927
H -2.695 -3.671 6.378
H -3.555 -2.148 5.859
H -4.484 -3.494 3.788
H -2.452 -4.865 3.507
H -3.960 -5.848 3.706
H -2.850 -5.733 5.017
H -5.705 -4.886 5.004
C 2.833 0.828 7.408
C 2.355 2.069 6.684
C 2.731 3.518 7.191
O 2.854 1.978 5.352
H 3.917 0.733 7.459
H 2.499 0.000 6.782
H 2.420 0.729 8.412
H 1.276 2.101 6.532
H 2.331 4.241 6.481
H 3.803 3.687 7.300
H 2.306 3.614 8.190
H 2.422 1.262 4.881
C -0.996 0.755 0.895
C -0.217 -0.558 0.565
C 0.640 -0.571 -0.711
O 0.659 -0.777 1.614
H -1.787 0.883 0.156
H -0.445 1.694 0.835
H -1.460 0.804 1.880
H -0.911 -1.399 0.551
H 0.155 -0.171 -1.601
H 1.030 -1.579 -0.854
H 1.478 0.105 -0.535
H 1.287 -1.483 1.442
C 7.840 6.081 1.554
C 6.574 5.223 1.725
C 6.312 4.535 0.411
O 6.855 4.222 2.603
H 8.774 5.528 1.458
H 7.989 6.692 2.444
H 7.675 6.731 0.695
H 5.742 5.821 2.099
H 5.322 4.088 0.492
H 7.107 3.818 0.203
H 6.374 5.210 -0.442
H 6.002 3.820 2.784
C 0.867 -4.218 -7.468
C -0.664 -4.421 -7.328
C -1.470 -3.196 -6.865
O -1.068 -4.869 -8.551
H 1.311 -5.124 -7.880
H 1.366 -3.890 -6.557
H 1.151 -3.417 -8.151
H -0.876 -5.273 -6.681
H -2.546 -3.366 -6.850
H -1.191 -2.319 -7.449
H -1.193 -2.965 -5.836
H -0.660 -4.321 -9.225
C 6.823 -5.188 0.777
C 6.227 -4.116 1.656
C 6.406 -2.745 0.981
O 4.845 -4.314 1.761
H 6.665 -6.185 1.190
H 7.899 -5.112 0.621
H 6.325 -5.124 -0.190
H 6.733 -4.023 2.617
H 5.849 -1.954 1.483
H 5.980 -2.743 -0.023
H 7.435 -2.411 0.854
H 4.681 -5.139 2.223
C 4.944 3.463 -8.751
C 3.761 2.538 -8.696
C 3.748 1.511 -7.503
O 2.631 3.275 -8.600
H 5.303 3.801 -7.779
H 4.671 4.325 -9.359
H 5.782 2.983 -9.255
H 3.702 2.003 -9.644
H 3.707 2.042 -6.552
H 4.702 0.988 -7.570
H 2.844 0.903 -7.485
H 2.715 4.123 -9.042
C -4.292 5.061 6.698
C -5.324 4.717 7.783
C -4.692 3.918 8.891
O -5.690 5.988 8.355
H -4.038 4.233 6.037
H -3.373 5.372 7.195
H -4.708 5.884 6.116
H -6.202 4.211 7.380
H -3.831 4.464 9.277
H -4.362 2.968 8.471
H -5.467 3.723 9.632
H -6.415 5.825 8.963
C 3.245 -9.586 -2.942
C 2.206 -9.269 -1.887
C 1.563 -7.878 -2.052
O 1.199 -10.273 -1.994
H 3.607 -10.604 -2.803
H 4.083 -8.907 -2.782
H 2.835 -9.417 -3.937
H 2.637 -9.395 -0.894
H 1.209 -7.828 -3.082
H 2.222 -7.023 -1.897
H 0.721 -7.704 -1.383
H 0.899 -10.377 -2.900
C -4.521 2.322 -8.169
C -4.223 3.070 -6.872
C -4.007 2.183 -5.590
O -3.114 3.892 -7.094
H -4.625 3.037 -8.985
H -5.450 1.754 -8.121
H -3.677 1.678 -8.419
H -5.078 3.655 -6.534
H -3.074 1.620 -5.621
H -4.878 1.544 -5.448
H -3.995 2.773 -4.673
H -2.316 3.362 -7.028

***

Relative energies, unit kcal/mol: A 52.4; B 0.0